<i>
One molecule with the formula C19H17N3O6S. Source: OMol25; level of theory: the ωB97M-V functional and the def2-TZVPD basis.

Net charge: 0
Structure (SMILES): COC(=O)CSc1cc([N+](=O)[O-])cc2c1c(C1OCCO1)nn2-c1ccccc1
Orbital gap (eV): 7.4
Spin multiplicity: 1

```
46
Properties=species:S:1:pos:R:3:lowdin_charge:R:1
S 3.33036 -0.75496 -1.11009 1.00
O 1.49473 -2.84058 1.63149 -0.06
O 0.33357 -4.03428 0.02736 -0.05
O 4.76630 1.99087 0.02760 0.07
O -0.22905 3.98416 -3.06451 0.07
O 2.76590 2.05638 1.15585 -0.04
O 1.89892 3.59583 -3.32643 0.08
N -1.57397 -0.32027 -0.19974 -0.01
N 0.79737 3.31451 -2.84321 -0.33
N -1.06230 -1.51295 0.28744 0.21
C 1.85512 1.30946 -1.96690 -0.02
C -2.90626 0.04510 -0.06841 -0.20
C -5.66713 0.72881 0.28960 -0.10
C 0.47005 -4.86940 1.17580 -0.15
C -3.65704 -0.49002 0.98201 -0.02
C 0.58464 -0.35883 -0.71500 -0.08
C -4.99231 1.22948 -0.78283 -0.08
C 3.79091 1.42553 0.56504 -0.53
C 3.70660 -0.08583 0.55908 -0.32
C 1.04783 -2.82453 0.28856 -0.29
C 1.79494 0.06120 -1.30116 -0.45
C -5.01667 -0.14617 1.21647 -0.04
C 2.64249 3.46154 0.86121 -0.04
C 0.72612 2.14903 -2.03435 -0.15
C -0.46355 1.66025 -1.48230 0.10
C -3.62722 0.88345 -0.92213 -0.02
C 0.80501 -3.89563 2.29558 -0.15
C 0.19793 -1.58230 -0.00388 -0.10
C -0.57437 0.42285 -0.82163 -0.10
H -0.14859 -3.54068 2.74125 0.13
H 1.44589 -4.31740 3.06153 0.12
H -3.13070 -1.12822 1.71142 0.11
H 3.47640 4.05286 1.28838 0.10
H 2.95480 -0.40157 1.25114 0.07
H -1.33049 2.29453 -1.56920 0.10
H 1.67179 3.77399 1.26136 0.10
H 1.89909 -2.80035 -0.35214 0.10
H 4.64276 -0.53901 0.94667 0.11
H 1.22184 -5.62138 1.00828 0.12
H -6.67204 1.03092 0.41647 0.09
H 2.78878 1.62959 -2.42239 0.12
H -0.46422 -5.38494 1.39479 0.13
H -5.59437 -0.57009 2.05359 0.11
H 2.62813 3.71541 -0.22403 0.10
H -3.14516 1.32824 -1.79382 0.10
H -5.48285 1.87539 -1.49382 0.11
```

---

<ii>
One molecule with the formula C19H17N3O6S. Source: OMol25; level of theory: the ωB97M-V functional and the def2-TZVPD basis.

Net charge: 0
Structure (SMILES): COc1ccc(-n2c(COc3ccc4c(c3)OCO4)nnc2SCC(=O)O)cc1
Orbital gap (eV): 8.5
Spin multiplicity: 1

```
46
Properties=species:S:1:pos:R:3:lowdin_charge:R:1
S 3.77272 -1.00630 1.14445 1.01
O 7.34908 -1.19054 -0.34632 0.11
O -0.25498 2.83605 0.48796 -0.03
O -3.80415 -0.06196 1.89811 0.05
O -4.73266 -0.21644 -0.20698 0.02
O -2.29446 -2.73261 0.01302 -0.08
O 5.37086 -0.63745 -1.21426 0.08
N 3.16542 2.64390 0.17059 0.07
N 1.95103 0.82140 0.24628 0.05
N 3.95959 1.64921 0.58824 0.02
C -1.96275 2.06381 -1.07040 -0.03
C 0.45948 -0.78213 1.29136 -0.02
C 0.88202 -0.09334 0.15929 -0.23
C 5.55682 -0.65896 1.14846 -0.35
C -0.59811 -1.65802 1.20334 0.01
C 0.25146 -0.30812 -1.05585 0.00
C -4.82373 -0.66464 1.12958 -0.15
C -1.25373 -1.86373 -0.01356 -0.27
C 3.23298 0.56521 0.64488 -0.61
C -3.64397 0.62003 -0.24528 -0.22
C -2.98130 -3.00662 -1.18788 -0.07
C -0.81287 -1.18630 -1.14597 0.00
C -3.08039 0.70191 1.02951 -0.21
C -1.37620 2.11450 0.18649 -0.28
C 6.20271 -0.86880 -0.19917 -0.60
C 0.78732 2.96634 -0.46315 -0.10
C 1.97327 2.16672 -0.03798 -0.26
C -3.10827 1.30447 -1.30481 0.00
C -1.95275 1.43873 1.27229 0.09
H -3.55585 1.26237 -2.28356 0.12
H 0.95960 -0.62188 2.23372 0.12
H -3.47632 -2.11323 -1.58040 0.09
H -1.50656 1.50292 2.24876 0.14
H 6.03039 -1.29803 1.89145 0.09
H -3.73406 -3.75080 -0.93194 0.10
H 0.59771 0.20439 -1.94113 0.13
H 5.83242 -0.73839 -2.06147 0.14
H -5.80721 -0.39153 1.54257 0.14
H -2.31040 -3.42060 -1.94658 0.10
H 0.46656 2.65967 -1.46294 0.11
H -4.70407 -1.75952 1.15982 0.13
H -1.54628 2.62189 -1.89418 0.11
H 5.66185 0.39327 1.42453 0.08
H 1.09361 4.01626 -0.48961 0.14
H -1.28896 -1.32914 -2.10223 0.11
H -0.94689 -2.19393 2.07092 0.13
```

---

Stability ranking, top entry: <ii>; the second entry is 318.9 kJ/mol less favorable.

---

<i>
A 2-piece molecular cluster, C5H16NO overall. Source: OMol25; level of theory: the ωB97M-V functional and the def2-TZVPD basis.

Net charge: 0
<S²>: 0.75
Orbital gap (alpha / beta) (eV): 4.0 / 12.3
Spin multiplicity: 2

```
23
Properties=species:S:1:pos:R:3:lowdin_spin:R:1
O 2.53759 3.35936 -1.37414 0.10
N 1.81724 0.79742 0.03973 0.19
C -1.80004 -0.45938 0.16093 0.01
C 0.41185 0.47663 -0.48769 0.11
C -2.63219 -1.24049 1.18820 0.00
C -0.28975 -0.63251 0.32299 0.04
C 0.18393 -2.03757 0.01538 0.03
H -0.32775 -2.71976 0.71057 0.00
H 2.58553 0.52981 -0.64402 0.16
H -2.04717 0.58909 0.30798 0.00
H 1.89504 1.83361 0.08530 0.06
H -2.57355 -0.77567 2.15629 0.00
H -0.18061 1.37538 -0.31924 0.03
H 1.81044 3.55438 -1.98666 0.02
H -2.08301 -0.74822 -0.85580 0.00
H -0.12432 -2.41094 -0.96842 0.00
H 3.15516 4.09187 -1.51961 0.02
H -0.05053 -0.42685 1.36180 0.03
H 0.52561 0.21330 -1.53121 0.04
H -3.66520 -1.29879 0.85145 0.00
H -2.25540 -2.24245 1.33549 0.00
H 1.25107 -2.18194 0.17323 0.03
H 1.85603 0.35373 0.97747 0.11
```

---

<ii>
A 2-piece molecular cluster, C5H16NO overall. Source: OMol25; level of theory: the ωB97M-V functional and the def2-TZVPD basis.

Net charge: 0
<S²>: 0.75
Orbital gap (alpha / beta) (eV): 3.8 / 11.9
Spin multiplicity: 2

```
23
Properties=species:S:1:pos:R:3:lowdin_spin:R:1
O 1.44543 -1.60029 2.70169 0.16
N 0.24214 -2.04229 0.34347 0.16
C 1.27185 1.01386 -0.46137 0.02
C -1.30667 0.91671 -1.25199 0.01
C -0.19565 0.29932 -0.45903 0.03
C 0.10486 -1.12185 -0.83099 0.08
C -1.61062 2.30149 -0.61908 0.00
H -0.18183 -3.01306 0.24663 0.16
H 1.37567 1.23424 -1.54874 0.00
H 1.15914 1.84100 0.21791 0.00
H -0.70472 -1.49235 -1.44491 0.03
H 1.16459 -2.22375 0.64506 0.08
H 2.26507 -1.81620 3.25151 0.04
H -0.75878 3.14194 -0.51758 0.00
H 0.00029 -1.71353 1.24175 0.08
H -0.52065 0.28498 0.67355 0.03
H 1.02429 -1.37910 -1.47571 0.02
H 2.05671 0.34827 -0.17292 0.02
H -1.70894 2.17657 0.45837 0.00
H -1.07879 1.00562 -2.43820 0.00
H 0.82657 -1.12562 3.40607 0.07
H -2.62640 2.61762 -0.88339 0.00
H -2.24353 0.34640 -1.08208 0.01
```

---

Stability ranking, top entry: <i>; the second entry is 161.3 kJ/mol less favorable.